(1)
Entry from the OMol25 dataset: a structure of composition C31H32IrN6O2S2Sb (ωB97M-V/def2-TZVPD).

The value obtained for the relative energy (zero: lowest compared OMol25 entry of this formula, charge and spin) is 0.0 kJ/mol. For the HOMO energy (spin up / spin down), the calculation gives -12.56 / -13.28 eV. The expectation value of S² is 6.018. The LUMO energy (spin up / spin down) comes out at -5.19 / -7.52 eV. Its HOMO-LUMO gap (spin up / spin down) is 7.37 / 5.76 eV.

Geometry as ORCA input:
```
! wB97M-V def2-TZVPD RIJCOSX def2/J DEFGRID3
* xyz 2 5
Ir 0.77569 0.38176 0.33441
C -1.44972 -2.08117 1.70491
C -0.65837 -1.35338 2.74970
C -0.86640 -1.69512 4.08723
C -0.15698 -1.06459 5.08151
C 0.75808 -0.08228 4.71905
C 0.92342 0.23162 3.38356
N 0.22324 -0.39847 2.41442
Sb 2.38405 1.79799 3.03974
C 1.28200 3.08338 1.69166
C 1.16687 4.40481 2.08303
C 0.55918 5.31287 1.22382
C 0.12255 4.86919 -0.00645
C 0.27247 3.52835 -0.35629
C -0.16522 3.03993 -1.70141
N 0.82171 2.65503 0.50064
C 3.58134 0.87510 1.50432
C 4.94024 0.85475 1.75052
C 5.79839 0.36910 0.76953
C 5.26027 -0.05000 -0.42496
C 3.88042 -0.00680 -0.62329
C 3.31217 -0.39784 -1.95204
N 3.05963 0.42829 0.34404
H -2.51263 -2.04138 1.94923
H -1.16276 -3.13376 1.69570
H -1.29589 -1.68146 0.71308
H -1.58855 -2.46585 4.32179
H -0.30487 -1.32604 6.12086
H 1.33651 0.43393 5.47425
H 1.55560 4.72696 3.04049
H 0.45250 6.35225 1.50553
H -0.32080 5.55177 -0.71850
H -0.19005 3.86412 -2.41129
H -1.16809 2.61066 -1.65738
H 0.51027 2.27208 -2.07387
H 5.33146 1.21999 2.69103
H 6.86676 0.33962 0.93725
H 5.89273 -0.40964 -1.22527
H 3.51373 0.38628 -2.68443
H 2.24053 -0.55051 -1.88614
H 3.77969 -1.31137 -2.31941
O 0.27171 -1.58411 -3.91667
C -1.06679 -1.65839 -3.94921
C -1.64305 -2.39464 -4.98316
C -3.01248 -2.50218 -5.06790
C -3.85070 -1.88436 -4.12975
C -3.29694 -1.16410 -3.10547
C -1.89411 -1.03726 -2.98365
C -1.30995 -0.31475 -1.87981
O -0.07140 -0.14232 -1.76398
N -2.19803 0.20677 -0.95901
N -1.60518 0.71063 0.09862
C -2.49260 1.28047 0.91944
S -1.99117 2.01881 2.38495
C -3.56774 2.87858 2.65514
C -4.67203 1.97211 2.15630
S -4.17007 1.29753 0.54639
H 0.52468 -0.99511 -3.18339
H -0.99081 -2.85647 -5.71167
H -3.44775 -3.06773 -5.88145
H -4.92365 -1.97298 -4.21933
H -3.92589 -0.67721 -2.37462
H -3.53752 3.82210 2.11108
H -3.65741 3.07891 3.72152
H -5.60212 2.51880 2.00992
H -4.85120 1.13935 2.83586
C 0.34379 -4.73397 -1.93441
C 1.40762 -4.41156 -0.88001
C 1.28080 -3.04098 -0.38899
N 1.18476 -1.96080 -0.01550
H 0.47302 -5.76016 -2.27134
H 0.43999 -4.07423 -2.79450
H -0.66041 -4.63223 -1.52385
H 2.41345 -4.51687 -1.29028
H 1.33796 -5.08185 -0.02182
*
```

(2)
Entry from the OMol25 dataset: a cluster of 2 separate species, C6H12O in total (ωB97M-V/def2-TZVPD).

The value obtained for the relative energy (zero: lowest compared OMol25 entry of this formula, charge and spin) is 165.9 kJ/mol. For the HOMO energy, the calculation gives -9.68 eV. The LUMO energy comes out at 0.96 eV. Its HOMO-LUMO gap is 10.65 eV.

Geometry as ORCA input:
```
! wB97M-V def2-TZVPD RIJCOSX def2/J DEFGRID3
* xyz 0 1
C 2.41888 -0.54251 -0.55001
C 1.29346 0.12487 0.21012
O 1.15172 -0.02950 1.40394
C 0.37394 1.03409 -0.59482
C -1.03685 1.12702 -0.02493
C -1.84943 -0.13540 -0.13603
C -1.45148 -1.29108 -0.65890
H 3.02628 0.20751 -1.07022
H 2.00870 -1.20929 -1.31834
H 3.04302 -1.11817 0.13540
H -0.76988 -0.27366 2.74175
H 0.84122 2.02936 -0.57788
H 0.35973 0.72226 -1.64620
H -0.97353 1.40738 1.03366
H -1.57723 1.94180 -0.52528
H -2.85796 -0.06886 0.27319
H -1.43910 -0.33572 3.06433
H -0.45669 -1.43179 -1.07762
H -2.10479 -2.15829 -0.68217
*
```

(3)
Entry from the OMol25 dataset: a structure of composition C19H15N6O2S5W (ωB97M-V/def2-TZVPD).

The value obtained for the relative energy (zero: lowest compared OMol25 entry of this formula, charge and spin) is 64.0 kJ/mol. For the HOMO energy (spin up / spin down), the calculation gives -17.27 / -17.27 eV. The LUMO energy (spin up / spin down) comes out at -11.42 / -11.42 eV. Its HOMO-LUMO gap (spin up / spin down) is 5.85 / 5.85 eV.

Geometry as ORCA input:
```
! wB97M-V def2-TZVPD RIJCOSX def2/J DEFGRID3
* xyz 3 1
W -0.02140 -1.23758 0.16408
C 0.97579 1.44023 -1.31118
N -0.27172 1.11859 -0.60500
C -0.66070 1.86281 0.59864
C -1.73187 1.01188 1.20613
N -1.85366 -0.28782 0.86204
C -2.92017 -0.79007 1.63914
C -3.48707 -2.05711 1.71005
C -4.53915 -2.22630 2.58982
C -5.02022 -1.17087 3.37606
C -4.47000 0.09375 3.30574
C -3.41568 0.25736 2.41975
N -2.63391 1.36801 2.09920
C 1.21372 0.23267 -2.16111
N 0.52055 -0.89710 -1.92663
C 0.96768 -1.82680 -2.88997
C 0.56907 -3.13283 -3.14600
C 1.19091 -3.78299 -4.19550
C 2.17816 -3.15447 -4.96595
C 2.56793 -1.85080 -4.72936
C 1.93558 -1.20136 -3.67875
N 2.04195 0.09790 -3.17819
H 1.78616 1.59125 -0.59489
H 0.88807 2.33715 -1.92795
H -1.03314 1.19438 -1.27561
H -1.03409 2.86587 0.38098
H 0.19399 1.95318 1.27374
H -3.13423 -2.87253 1.09571
H -5.01136 -3.19557 2.67358
H -5.85046 -1.35053 4.04498
H -4.83990 0.90958 3.91254
H -2.73981 2.28810 2.50736
H -0.21727 -3.60529 -2.57497
H 0.90210 -4.79515 -4.44371
H 2.63212 -3.69871 -5.78269
H 3.32395 -1.36936 -5.33514
H 2.66437 0.80764 -3.54297
S 3.93086 -6.83978 1.51567
C 2.98150 -5.56622 1.44596
S 3.47332 -3.88847 1.47324
C 1.83394 -3.16775 1.20680
C 0.80301 -4.22267 0.96035
S -0.64749 -3.72822 0.21041
S 1.16973 -5.80340 1.35583
S 1.18237 -2.32987 2.83456
O 1.83016 -0.85956 0.52872
N 1.66242 -2.19767 0.18833
O 0.00820 -1.58414 2.03922
*
```

(4)
Entry from the OMol25 dataset: a cluster of 16 separate species, C25H67B2IN15O35 in total (ωB97M-V/def2-TZVPD).

For the HOMO energy, the calculation gives -4.48 eV. The LUMO energy comes out at 1.01 eV. Its HOMO-LUMO gap is 5.49 eV.

Geometry as ORCA input:
```
! wB97M-V def2-TZVPD RIJCOSX def2/J DEFGRID3
* xyz -1 1
C 3.87768 -1.84547 -1.03285
B 2.38506 -1.98678 -1.49944
O 1.88323 -3.27547 -1.76453
C 1.41775 -0.70722 -1.61108
C 0.36350 -0.99228 -0.54721
C -0.54739 0.13568 -0.10392
C -1.29862 0.83162 -1.24383
C -2.56298 1.55909 -0.83027
O -2.74717 2.74552 -1.62227
O 2.22878 0.40383 -1.31420
B 2.59921 1.06378 -2.57731
C 2.84092 2.67748 -2.42438
C 2.04549 3.34722 -1.28047
C 1.52290 4.67298 -1.81228
I 0.31188 5.75825 -0.40311
O 1.50420 0.64355 -3.50594
C 0.94772 -0.55829 -3.08175
O 1.37673 -1.62122 -3.92811
H 3.95752 -1.07033 -0.29678
H 4.14601 -2.79603 -0.58299
H 4.46965 -1.63516 -1.91748
H 2.37603 -3.60183 -2.53178
H 0.91676 -1.28529 0.34569
H -0.21320 -1.86454 -0.82838
H -1.29630 -0.33684 0.52831
H -0.04854 0.85437 0.53486
H -0.60123 1.49041 -1.75330
H -1.56551 0.05781 -1.95359
H -2.58321 1.81659 0.22160
H -3.40259 0.88378 -1.01672
H -2.32647 2.53366 -2.48486
H 3.66851 0.62445 -3.06304
H 3.89212 2.84297 -2.21249
H 2.60689 3.19512 -3.35158
H 1.23665 2.71732 -0.93453
H 2.69846 3.58893 -0.44997
H 0.95089 4.46639 -2.70043
H 2.38102 5.27097 -2.06831
H -0.11360 -0.41685 -3.27952
H 1.87046 -1.25443 -4.67232
C -3.64911 4.88441 -5.43025
N -3.06747 3.51039 -5.47726
O -2.40511 3.13159 -4.52952
O -3.29601 2.83287 -6.46500
H -3.35936 5.34382 -4.49475
H -3.25268 5.43200 -6.28072
H -4.72799 4.78534 -5.50024
C -3.88252 -0.01399 -6.31133
N -4.07133 -1.44230 -5.92837
O -4.37357 -1.69043 -4.77881
O -3.91042 -2.27391 -6.80165
H -4.05598 0.60329 -5.44270
H -2.86503 0.09683 -6.66927
H -4.59647 0.20607 -7.09832
C -1.60388 -5.03263 0.02841
N -1.65097 -4.46771 1.40586
O -0.64959 -3.93867 1.83565
O -2.70361 -4.57807 2.00854
H -0.61866 -4.86162 -0.39151
H -1.81918 -6.09526 0.10011
H -2.36506 -4.51951 -0.54955
C -6.29702 1.82347 -1.59215
N -6.18184 2.35253 -2.96030
O -6.27187 1.56789 -3.88446
O -6.01299 3.53742 -3.07195
H -6.44772 0.75846 -1.65207
H -5.37305 2.06290 -1.07013
H -7.14602 2.31396 -1.12596
C 4.19697 1.94393 1.93678
N 4.45644 0.58361 1.39747
O 5.34204 0.46736 0.58446
O 3.74917 -0.31334 1.81888
H 4.89271 2.63219 1.47299
H 3.16983 2.19776 1.68981
H 4.34069 1.90039 3.01235
C 0.36731 -7.10776 2.59893
N 0.93685 -8.01559 1.56464
O 1.69218 -7.54016 0.74633
O 0.59877 -9.18357 1.61844
H 0.74802 -6.10612 2.43628
H -0.71383 -7.13447 2.49842
H 0.67413 -7.48896 3.56766
C 5.32086 -2.82063 3.63770
N 6.40952 -2.64276 4.63599
O 6.32179 -3.24152 5.69177
O 7.32838 -1.90629 4.34027
H 4.58654 -3.49986 4.05164
H 4.88260 -1.84567 3.44259
H 5.76603 -3.22696 2.73461
C -5.16197 -2.08696 -0.86767
N -3.91907 -1.78285 -0.10886
O -2.84468 -2.02928 -0.63392
O -4.05854 -1.27201 0.98280
H -4.88823 -2.53000 -1.81677
H -5.75236 -2.77072 -0.26377
H -5.68233 -1.15301 -1.01108
C -3.53710 7.76450 -0.66451
N -3.42297 8.24440 -2.06866
O -3.39050 7.43070 -2.96077
O -3.37068 9.45216 -2.22461
H -3.57561 6.68108 -0.66451
H -2.66603 8.12114 -0.13523
H -4.44672 8.18911 -0.25346
C 0.03269 -4.35110 -4.52003
N -0.14002 -5.54780 -3.65015
O 0.18349 -6.63290 -4.09898
O -0.60055 -5.36662 -2.54242
H 0.43565 -4.67937 -5.47103
H -0.94794 -3.90161 -4.64455
H 0.70932 -3.65974 -4.02602
C -3.35325 11.25784 1.60052
N -3.45998 10.00972 2.40733
O -2.99387 8.99447 1.93012
O -4.01007 10.09486 3.48455
H -2.84707 11.02503 0.67076
H -4.36258 11.61326 1.41907
H -2.79035 11.97628 2.18782
C 6.30000 -4.47245 8.36573
N 6.02899 -4.55749 9.82759
O 4.89019 -4.35194 10.20066
O 6.96419 -4.82375 10.55385
H 5.37705 -4.22738 7.85731
H 7.04360 -3.69801 8.21416
H 6.67925 -5.43884 8.04887
C -9.40878 -1.46657 -3.13162
N -8.15493 -1.17034 -2.38925
O -7.10023 -1.49646 -2.89551
O -8.26460 -0.60019 -1.31393
H -9.14666 -1.96200 -4.05815
H -10.01725 -2.10575 -2.49944
H -9.90596 -0.51980 -3.31779
C 2.86867 -1.77884 10.66173
N 2.94725 -1.30491 9.25187
O 2.87209 -2.13344 8.36863
O 3.08594 -0.10988 9.08505
H 2.75236 -2.85505 10.65917
H 3.79320 -1.48977 11.15062
H 2.01647 -1.28979 11.12333
C 9.89166 -0.81569 2.88160
N 10.02273 -0.31838 1.48454
O 9.99920 -1.13529 0.58798
O 10.15215 0.88088 1.34188
H 9.78666 -1.89246 2.85662
H 10.79187 -0.52005 3.41175
H 9.01448 -0.35139 3.31707
*
```

(5)
Entry from the OMol25 dataset: a structure of composition C19H12ClIN3OPt (ωB97M-V/def2-TZVPD).

The value obtained for the relative energy (zero: lowest compared OMol25 entry of this formula, charge and spin) is 0.0 kJ/mol. For the HOMO energy, the calculation gives -18.10 eV. The LUMO energy comes out at -12.78 eV. Its HOMO-LUMO gap is 5.32 eV.

Geometry as ORCA input:
```
! wB97M-V def2-TZVPD RIJCOSX def2/J DEFGRID3
* xyz 3 1
Pt 0.51010 0.05616 0.53303
C 3.16158 2.70931 2.48044
C 3.73573 3.39553 1.42269
C 3.32930 3.11866 0.12240
C 2.36066 2.15945 -0.08614
N 1.81374 1.49421 0.95510
C 2.19691 1.75793 2.20945
C 1.79004 1.76603 -1.37540
C 2.09910 2.32660 -2.59943
C 1.41890 1.91042 -3.73363
C 0.43018 0.94563 -3.61673
C 0.16873 0.40714 -2.37439
N 0.84341 0.80090 -1.28378
H 3.45112 2.90142 3.50362
H 4.49510 4.14441 1.60465
H 3.76695 3.64779 -0.71175
H 1.71783 1.19061 2.99827
H 2.85806 3.09285 -2.66575
H 1.65176 2.34443 -4.69697
H -0.13410 0.60704 -4.47393
H -0.58612 -0.35065 -2.23271
Cl -4.95816 -4.22974 1.13555
C -3.90125 -2.97477 1.39731
C -4.20459 -2.05606 2.40896
C -3.35910 -1.00892 2.70054
I -3.72672 0.29737 4.17803
C -2.09190 -0.84405 1.90879
O -1.25485 -0.01054 2.16713
C -1.84819 -1.80881 0.79756
N -0.73697 -1.59046 0.09646
C -0.38316 -2.48873 -0.83990
C -1.16436 -3.59976 -1.12469
C -2.34916 -3.79522 -0.43029
C -2.69738 -2.87855 0.56586
H -5.11507 -2.20017 2.97660
H 0.53535 -2.29563 -1.37835
H -0.84653 -4.29208 -1.89227
H -2.97689 -4.64974 -0.64630
*
```

(6)
Entry from the OMol25 dataset: a cluster of 2 separate species, C4H14N2O in total (ωB97M-V/def2-TZVPD).

The value obtained for the relative energy (zero: lowest compared OMol25 entry of this formula, charge and spin) is 64.5 kJ/mol. For the HOMO energy, the calculation gives -9.02 eV. The LUMO energy comes out at 0.95 eV. Its HOMO-LUMO gap is 9.96 eV.

Geometry as ORCA input:
```
! wB97M-V def2-TZVPD RIJCOSX def2/J DEFGRID3
* xyz 0 1
C -0.79558 0.95709 -2.03349
C -0.16611 0.22987 -0.84160
C -0.57858 0.97523 0.44694
C -0.34680 0.23246 1.74625
N -1.15795 -0.99047 1.88145
N 1.30327 0.17821 -0.96375
H -1.87067 0.77785 -2.11769
H -0.61511 2.02693 -1.95853
H -0.46341 0.49301 -2.97305
H -0.60420 -0.76849 -0.81176
H -1.63782 1.20754 0.28937
H -0.03246 1.90889 0.53176
H 0.71897 -0.02380 1.75676
H -0.59649 0.86174 2.59388
H -0.88337 -1.43968 2.74601
H -0.84255 -1.65761 1.18559
H 1.52431 0.09415 -1.94968
H 1.68714 1.07061 -0.66490
H 1.61226 -1.31300 0.07103
H 2.27685 -2.67119 0.48329
O 1.46828 -2.14935 0.58212
*
```

Values of E, in order: -76733.5242, -8462.6348, -88956.6227, -130441.5842, -50257.5298, -9402.9385, all in eV.
Values of F_max, in order: 0.224, 0.450, 1.849, 2.309, 1.115, 1.137, all in eV/Å.